Entry 1:
Below is a structure of composition C38H38CrN4O5S3, with properties calculated with wB97M-V/def2-TZVPD.

Energy relative to the best compared isomer or geometry (same formula, charge and spin) (kJ/mol): 0.0
HOMO (spin up / spin down) (eV): -10.2974 / -10.3432
Charge: +1
Kohn-Sham gap (spin up / spin down) (hartree): 0.2672 / 0.2813
Multiplicity: 2

Structure (XYZ):
```
89
Properties=species:S:1:pos:R:3:mulliken_spin:R:1
Cr 0.398 -0.742 0.170 1.075
N 4.216 -2.113 1.829 0.000
C 3.008 -1.618 1.486 0.003
S 2.297 -2.205 0.004 -0.017
N 2.515 -0.708 2.295 -0.013
N 1.280 -0.274 1.905 0.036
C 0.719 0.645 2.617 0.009
C 1.354 1.299 3.786 -0.004
C 2.247 2.346 3.590 -0.001
C 2.837 2.969 4.680 0.000
C 2.541 2.542 5.968 0.000
C 1.649 1.496 6.164 0.000
C 1.052 0.876 5.075 -0.004
C -0.665 0.944 2.215 -0.041
C -1.489 1.844 2.865 -0.002
C -2.823 1.901 2.495 -0.001
C -3.299 1.048 1.511 0.001
C -2.403 0.216 0.868 -0.001
N -1.113 0.197 1.190 -0.009
H 4.541 -2.948 1.375 0.000
H 4.558 -1.907 2.753 0.000
H 2.471 2.676 2.582 0.000
H 3.524 3.792 4.526 0.000
H 3.005 3.023 6.819 0.000
H 1.416 1.163 7.167 0.000
H 0.363 0.053 5.224 0.000
H -1.085 2.472 3.648 0.000
H -3.492 2.599 2.981 0.000
H -4.344 1.032 1.234 0.000
H -2.709 -0.440 0.063 -0.009
O 1.629 0.822 -0.469 -0.019
S 2.578 0.602 -1.646 0.004
C 2.646 2.244 -2.414 -0.001
C 1.313 2.967 -2.319 0.000
C 0.207 2.271 -3.102 -0.001
C -1.120 3.012 -3.072 0.000
S -1.946 2.845 -1.427 0.000
O -1.197 1.784 -0.677 -0.005
C -3.465 2.079 -1.974 -0.001
C -3.495 0.698 -2.105 0.002
C -4.667 0.086 -2.523 0.001
C -5.791 0.856 -2.809 0.000
C -5.748 2.236 -2.665 0.000
C -4.579 2.857 -2.238 0.000
C 4.207 0.520 -0.932 0.000
C 5.230 -0.046 -1.675 -0.001
C 6.516 -0.045 -1.153 0.000
C 6.755 0.498 0.102 0.000
C 5.710 1.035 0.847 0.000
C 4.423 1.052 0.330 0.000
H 2.911 2.041 -3.455 0.000
H 3.456 2.802 -1.948 0.000
H 1.472 3.978 -2.704 0.000
H 1.016 3.049 -1.272 0.000
H 0.063 1.266 -2.693 0.001
H 0.499 2.168 -4.152 0.000
H -1.801 2.634 -3.832 0.000
H -0.987 4.085 -3.224 0.000
H -2.606 0.126 -1.862 0.000
H -4.711 -0.993 -2.619 0.000
H -6.703 0.377 -3.141 0.000
H -6.630 2.829 -2.871 0.000
H -4.540 3.934 -2.118 0.000
H 5.027 -0.488 -2.645 0.000
H 7.329 -0.474 -1.723 0.000
H 7.759 0.495 0.507 0.000
H 5.896 1.441 1.834 0.000
H 3.591 1.452 0.893 -0.001
C -3.316 -6.280 1.745 0.000
O -3.434 -6.064 0.340 -0.001
C -2.802 -5.014 -0.195 -0.004
C -3.027 -4.838 -1.587 0.012
C -2.390 -3.833 -2.229 -0.009
C -1.528 -2.924 -1.546 0.002
C -0.828 -1.924 -2.258 -0.003
C -0.844 -1.859 -3.758 0.002
O -0.148 -1.018 -1.696 -0.022
C -1.358 -3.074 -0.135 0.011
O -0.650 -2.280 0.606 0.004
C -1.989 -4.155 0.511 0.003
H -3.956 -7.126 1.969 0.000
H -3.653 -5.405 2.302 0.000
H -2.286 -6.517 2.015 0.000
H -3.698 -5.515 -2.098 0.001
H -2.559 -3.707 -3.290 -0.001
H -0.855 -2.845 -4.215 0.000
H 0.036 -1.312 -4.089 0.000
H -1.730 -1.313 -4.095 0.000
H -1.799 -4.268 1.567 0.000
```


Entry 2:
Below is a structure of composition C17H21BeN5S2Se, with properties calculated with wB97M-V/def2-TZVPD.

HOMO (eV): -6.7282
Kohn-Sham gap (hartree): 0.2096

Structure (XYZ):
```
47
Properties=species:S:1:pos:R:3:mulliken_charge:R:1
Be -0.217 0.789 0.195 -0.028
S 0.988 1.280 -1.376 -0.411
C 1.728 2.728 -0.679 0.133
C 2.629 3.471 -1.437 -0.685
C 3.226 4.610 -0.926 -0.498
C 2.928 5.027 0.365 -0.514
C 2.033 4.299 1.130 -0.689
C 1.424 3.155 0.627 0.573
S 0.273 2.258 1.623 -0.441
H 2.856 3.144 -2.444 0.390
H 3.919 5.174 -1.537 0.356
H 3.389 5.916 0.773 0.357
H 1.794 4.617 2.136 0.387
Se -2.489 2.743 0.534 0.413
N -1.987 1.167 -0.124 -0.027
C -3.079 0.507 -0.496 0.458
C -3.095 -0.755 -1.163 -0.420
C -4.293 -1.308 -1.475 -0.631
C -5.533 -0.656 -1.160 -0.531
C -5.555 0.561 -0.567 -0.595
C -4.315 1.193 -0.237 0.607
N -4.196 2.403 0.298 -0.816
H -2.157 -1.209 -1.447 0.699
H -4.324 -2.255 -1.998 0.392
H -6.460 -1.144 -1.431 0.378
H -6.477 1.082 -0.349 0.443
C -0.875 -3.555 0.244 -1.210
N 0.474 -3.094 0.488 0.116
C 1.380 -4.091 1.031 -1.234
C 0.756 -1.759 0.570 0.575
N -0.187 -0.852 0.695 -0.161
N 2.066 -1.431 0.516 0.341
C 2.604 -0.260 1.189 -1.152
C 2.942 -2.015 -0.484 -1.142
H -0.833 -4.568 -0.154 0.391
H -1.365 -2.924 -0.490 0.395
H -1.483 -3.576 1.157 0.326
H 0.847 -4.713 1.753 0.439
H 2.207 -3.602 1.538 0.378
H 1.780 -4.741 0.248 0.326
H -1.061 -1.246 1.017 0.339
H 1.887 0.121 1.911 0.342
H 2.825 0.535 0.477 0.267
H 3.520 -0.557 1.706 0.337
H 2.418 -2.779 -1.050 0.381
H 3.828 -2.461 -0.023 0.339
H 3.259 -1.228 -1.174 0.307
```


Entry 3:
Below is a cluster of 2 separate species, C3H10N2O3S in total in a non-equilibrium geometry, with properties calculated with wB97M-V/def2-TZVPD.

Energy relative to the best compared isomer or geometry (same formula, charge and spin) (kJ/mol): 92.2
HOMO (eV): -9.5278
Kohn-Sham gap (hartree): 0.3752

Structure (XYZ):
```
19
Properties=species:S:1:pos:R:3:mulliken_charge:R:1
C -0.186 1.737 2.244 -1.274
C 0.064 0.779 1.056 0.758
C -0.417 -0.549 1.450 -0.419
N -0.424 1.317 -0.159 -0.665
N -0.793 -1.405 0.517 -0.411
O 1.011 -1.302 -4.052 -0.488
O -0.304 -2.058 -2.058 -0.387
O 1.773 -0.741 -1.654 -0.539
S 1.227 -1.883 -2.434 0.681
H -0.477 1.196 3.149 0.313
H -1.091 2.395 2.181 0.334
H 0.635 2.496 2.514 0.269
H 1.192 0.761 1.035 0.164
H -0.517 -0.819 2.559 0.248
H 0.143 1.003 -1.047 0.232
H -1.349 1.079 -0.512 0.302
H 1.123 -0.342 -4.143 0.323
H -0.960 -2.373 0.816 0.188
H -0.651 -1.292 -1.463 0.370
```


no.,E (a.u.)
1,-4304.92670
2,-4146.85942
3,-853.65953